(1)
This record from OMol25 describes an isolated molecule of C5H9NS2. The level of theory is ωB97M-V/def2-TZVPD.

Each line ends with the natural charge from an NBO analysis.
Element x y z (Å)
H -1.59 0.67 -1.39  0.399
C 0.12 -0.66 -1.15  -0.204
H -1.99 1.72 0.17  0.413
C 0.11 -0.14 1.43  -0.225
N -1.39 0.85 -0.25  -0.919
C -0.97 -0.93 1.93  -0.410
S -0.13 -0.26 -2.77  -0.047
S 0.54 -2.25 -0.49  0.126
H 1.06 2.16 -1.21  0.264
H 1.17 -0.13 1.82  0.222
H 2.00 0.33 -0.74  0.241
H -0.95 -1.10 3.19  0.230
H -1.99 -1.05 1.27  0.255
C -0.03 0.45 -0.06  -0.092
H 1.88 1.72 0.54  0.217
C 1.21 1.22 -0.42  -0.637
H 0.94 -2.59 -1.86  0.167

Computed properties:
* electronic energy: -28486.09773 eV
* highest occupied orbital energy: -0.30969 Ha
* relative energy (zero: lowest compared OMol25 entry of this formula, charge and spin): 534.4 kJ/mol
* lowest unoccupied orbital energy: -0.3875 eV
* orbital gap: 8.04 eV


(2)
This record from OMol25 describes a structure of composition C4H6N2O. The level of theory is ωB97M-V/def2-TZVPD.

Each line ends with the natural charge from an NBO analysis.
Element x y z (Å)
C -0.37 -0.89 0.75  -0.109
H -0.95 -1.78 0.92  0.220
H 1.49 -1.84 0.67  0.222
H 1.46 2.32 -0.37  0.179
N -1.18 0.25 0.74  0.019
N -2.14 0.24 -0.17  -0.571
H -1.92 0.01 -1.14  0.352
H -2.80 1.00 -0.07  0.381
C 1.02 1.43 0.08  0.191
H 2.68 0.17 -0.22  0.220
C 0.96 -0.91 0.57  -0.235
C 1.68 0.26 0.15  -0.399
O -0.19 1.65 0.54  -0.469

Computed properties:
* electronic energy: -9269.13162 eV
* highest occupied orbital energy: -0.27875 Ha
* relative energy (zero: lowest compared OMol25 entry of this formula, charge and spin): 421.7 kJ/mol
* lowest unoccupied orbital energy: 0.9062 eV
* orbital gap: 8.49 eV


(3)
This record from OMol25 describes a cluster of 2 separate species, C5H5I2NO2 in total. The level of theory is ωB97M-V/def2-TZVPD.

Each line ends with the natural charge from an NBO analysis.
Element x y z (Å)
I 1.12 -1.82 -3.85  0.311
H 2.04 -2.54 1.45  0.519
H -1.09 -0.19 2.60  0.217
C -0.33 0.58 -0.24  0.630
O -0.88 1.65 -0.11  -0.567
N 0.06 -0.22 0.79  -0.492
H -1.68 2.44 -1.99  0.148
I -2.44 1.83 -3.37  -0.160
C 0.55 -0.46 -2.48  -0.139
C 0.81 -1.34 0.43  0.365
C 0.09 0.09 -1.51  -0.160
O 1.49 -1.68 1.53  -0.701
C -0.18 0.30 2.12  -0.461
H 0.74 -0.03 2.74  0.235
H -0.30 1.39 1.87  0.254

Computed properties:
* electronic energy: -27047.89067 eV
* highest occupied orbital energy: -0.32694 Ha
* relative energy (zero: lowest compared OMol25 entry of this formula, charge and spin): 316.7 kJ/mol
* lowest unoccupied orbital energy: -0.0176 eV
* orbital gap: 8.88 eV


(4)
This record from OMol25 describes the ion C5H9N2 with charge +1. The level of theory is ωB97M-V/def2-TZVPD.

Each line ends with the natural charge from an NBO analysis.
Element x y z (Å)
H 0.87 0.30 1.30  0.222
C -1.81 -0.95 0.06  -0.013
H -3.15 0.72 0.66  0.263
H 0.16 0.33 -1.75  0.299
C -2.24 0.43 0.19  0.191
N -0.65 -1.04 -0.44  -0.250
H -2.26 -1.92 0.40  0.264
N -1.24 1.17 -0.14  -0.388
H 1.66 -1.63 0.30  0.241
C 2.18 -0.64 0.08  -0.605
H 1.31 1.54 0.14  0.227
C 1.09 0.46 0.23  -0.409
H 3.03 -0.32 0.64  0.247
C -0.18 0.24 -0.55  0.040
H -1.14 2.14 -0.07  0.456
H 2.36 -0.86 -1.05  0.218

Computed properties:
* electronic energy: -8302.47726 eV
* total charge: +1
* highest occupied orbital energy: -0.56289 Ha
* relative energy (zero: lowest compared OMol25 entry of this formula, charge and spin): 314.1 kJ/mol
* lowest unoccupied orbital energy: -5.9121 eV
* orbital gap: 9.40 eV